No. 1
Computed, not measured: a molecular structure, C18H49Cl2InN6O8P3S, with wB97M-V/def2-TZVPD.

Values from the calculation:
- DFT total energy (eV) = -113698.364
- net charge = -1
- gap between HOMO and LUMO (eV) = 6.1

Each line ends with the Mulliken charge.
CARTESIAN COORDINATES (ANGSTROEM)
C  -6.9642  -1.9830  6.5072  -1.027
C  -5.4881  -1.6905  5.9917  0.304
Cl  -5.3540  -0.8543  4.3928  -0.162
C  -4.3189  -2.0229  6.6664  -0.057
Cl  -4.4514  -2.9122  8.2736  -0.311
In  -2.2257  -1.5044  5.8814  0.836
C  -1.9284  0.7275  6.2180  -1.153
C  -2.6304  1.6489  5.1285  -0.304
C  -1.8681  1.7016  3.7297  -0.730
S  -2.9251  1.3142  2.2716  1.012
O  -4.3718  1.6221  2.4590  -0.609
O  -2.4402  2.1331  1.0957  -0.561
O  -2.6227  -0.2879  1.9032  -0.423
P  -0.4604  -2.6367  7.3896  0.379
O  0.7682  -3.0822  6.6025  -0.621
O  -1.1891  -3.9374  8.2201  -0.475
O  -0.0065  -1.4812  8.5997  -0.534
H  -7.0005  -2.1391  7.6235  0.331
H  -7.3930  -2.8550  5.9298  0.247
H  -7.5671  -1.0577  6.2614  0.268
H  -2.0038  -1.9591  4.1652  -0.346
H  -2.4098  0.9381  7.2329  0.329
H  -0.8219  0.9645  6.3671  0.372
H  -3.7203  1.3728  5.0589  0.278
H  -2.6015  2.7156  5.5402  0.303
H  -0.9839  1.0012  3.7549  0.357
H  -1.4740  2.7470  3.5642  0.393
H  -3.0712  -0.5238  1.0675  0.334
H  -1.5910  -3.5670  9.0319  0.269
H  -0.7831  -1.4142  9.1928  0.296
O  -3.2713  2.2612  -4.5807  -0.800
P  -1.7373  2.3537  -4.5206  0.770
N  -1.5248  0.7078  -5.0158  0.097
C  -0.4848  -0.2273  -4.6227  -0.585
C  -1.9783  0.4098  -6.3748  -0.977
N  -1.6902  2.4417  -2.7954  0.160
C  -1.0284  1.4723  -1.9383  -0.913
C  -2.8880  2.9254  -2.1089  -0.917
N  0.0201  2.6138  -4.5223  0.267
C  0.4252  3.8892  -3.8777  -1.158
C  0.5793  2.7013  -5.8920  -1.251
H  0.4939  -0.0033  -5.0648  0.157
H  -0.7439  -1.2457  -4.9290  0.467
H  -0.3587  -0.3021  -3.5502  -0.047
H  -1.2830  0.7928  -7.1327  0.278
H  -2.9559  0.8537  -6.5740  0.283
H  -2.0951  -0.6652  -6.5372  0.353
H  -1.5767  0.5239  -1.9015  0.282
H  -0.9500  1.8490  -0.9144  0.381
H  0.0045  1.2951  -2.2444  0.152
H  -3.6518  2.1418  -2.0344  0.269
H  -3.3174  3.7852  -2.6255  0.322
H  -2.6532  3.2648  -1.0972  0.327
H  -0.0656  4.7473  -4.3488  0.380
H  1.5088  4.0264  -3.9457  0.383
H  0.1979  3.9115  -2.8138  0.327
H  0.0581  3.4550  -6.4906  0.359
H  0.5217  1.7507  -6.4212  0.294
H  1.6427  2.9522  -5.8649  0.372
O  2.0204  -1.0336  -2.6145  -0.683
P  3.3648  -1.5701  -2.1021  0.855
N  3.0237  -1.1318  -0.4627  0.126
C  3.9425  -0.6844  0.5703  -0.781
C  1.9052  -1.8573  0.1480  -1.038
N  4.2798  -0.3037  -2.8496  0.269
C  5.1057  0.6509  -2.1346  -1.207
C  3.6770  0.3690  -3.9989  -1.227
N  4.9001  -2.3199  -1.6193  -0.126
C  5.7783  -2.6551  -2.7703  -1.042
C  4.7038  -3.6124  -0.9190  -1.081
H  4.5878  -1.4822  0.9584  0.288
H  3.3905  -0.2809  1.4240  0.384
H  4.5754  0.1367  0.2549  0.176
H  2.1801  -2.8845  0.4144  0.228
H  1.0505  -1.9127  -0.5286  0.195
H  1.5437  -1.3605  1.0515  0.439
H  4.4994  1.3789  -1.5837  0.290
H  5.7446  1.2084  -2.8281  0.395
H  5.8042  0.1575  -1.4572  0.371
H  2.9292  1.1095  -3.6861  0.376
H  3.1998  -0.3487  -4.6672  0.302
H  4.4358  0.8846  -4.5966  0.375
H  5.2675  -3.3098  -3.4836  0.355
H  6.6874  -3.1568  -2.4260  0.407
H  6.1215  -1.7728  -3.3068  0.298
H  4.0860  -4.2971  -1.5075  0.376
H  4.2329  -3.4853  0.0548  0.257
H  5.6622  -4.0957  -0.7149  0.397

No. 2
Computed, not measured: 6 unconnected molecules or ions with the total composition C27H69N3O9, with wB97M-V/def2-TZVPD.

Values from the calculation:
- SMILES = COCCNCCOC.COCCNCCOC.COCCNCCOC.CC(C)O.CC(C)O.CC(C)O
- DFT total energy (eV) = -52007.726
- gap between HOMO and LUMO (eV) = 9.2

Each line ends with the Mulliken charge.
CARTESIAN COORDINATES (ANGSTROEM)
C  8.1436  -1.9342  -2.2646  -0.729
O  6.9138  -1.2852  -2.0915  -0.299
C  6.8112  -0.7284  -0.7523  -0.601
C  5.2452  -0.3514  -0.4853  0.013
N  4.9903  0.0301  0.8540  -0.260
C  5.1488  -1.0295  1.8209  -0.940
C  4.0210  -2.1676  1.7790  -0.499
O  2.8106  -1.7484  2.5368  -0.335
C  1.7418  -2.6485  2.4540  -0.723
H  8.1269  -2.8128  -2.9096  0.247
H  8.6414  -2.2269  -1.3402  0.316
H  8.8411  -1.2635  -2.7662  0.270
H  7.3531  0.2123  -0.6552  0.307
H  7.2186  -1.3764  0.0237  0.311
H  4.5746  -1.1699  -0.7470  -0.224
H  5.1750  0.4702  -1.1981  0.317
H  4.1300  0.5573  0.9008  0.315
H  5.0942  -0.5140  2.7797  0.390
H  6.1562  -1.4456  1.8314  0.388
H  4.4065  -3.0718  2.2500  0.496
H  3.8872  -2.5674  0.7739  0.350
H  2.1910  -3.6202  2.6594  0.459
H  1.2224  -2.6708  1.4960  0.203
H  1.0299  -2.4015  3.2417  0.217
C  3.2234  4.6753  -0.9665  -0.802
O  2.1036  5.4559  -0.5192  -0.340
C  2.2368  6.0499  0.7697  -0.310
C  1.1107  7.0447  0.9917  -0.896
N  -0.2562  6.6410  0.7127  -0.406
C  -0.6398  5.5046  1.5852  -0.140
C  -2.1560  5.2516  1.5841  -0.885
O  -2.3432  3.9285  2.1037  -0.095
C  -2.0215  3.8555  3.5413  -0.802
H  2.7966  3.9513  -1.6605  0.211
H  3.6234  4.0935  -0.1360  0.341
H  4.0183  5.3017  -1.3712  0.359
H  3.2641  6.3394  0.9910  0.486
H  2.0344  5.2177  1.4439  0.243
H  1.2928  7.9642  0.4355  0.374
H  1.1053  7.3951  2.0238  0.395
H  -0.1546  6.2755  -0.2234  0.376
H  -0.3587  5.6858  2.6226  0.342
H  -0.1457  4.6218  1.1796  0.167
H  -2.5053  5.2552  0.5515  0.258
H  -2.7137  6.0365  2.0949  0.317
H  -0.9433  3.8828  3.6991  0.294
H  -2.3991  2.9269  3.9692  0.177
H  -2.4479  4.6926  4.0940  0.378
C  -3.0490  0.1449  2.2516  -0.827
O  -1.8704  -0.4893  1.7484  -0.129
C  -0.7158  0.2586  1.3464  -0.062
C  -0.9801  1.2446  0.1768  -0.755
N  0.2146  2.0041  -0.3284  -0.146
C  1.3524  1.2190  -0.8722  -0.677
C  1.0700  -0.0005  -1.8300  -0.024
O  2.3801  -0.6118  -1.9178  -0.196
C  2.4575  -1.9693  -2.2099  -0.693
H  -3.9312  -0.4853  2.1391  0.243
H  -3.3211  1.1014  1.8055  0.295
H  -3.0150  0.2966  3.3305  0.305
H  0.1325  -0.4015  1.1652  -0.127
H  -0.3808  0.7884  2.2382  0.260
H  -1.7971  1.9325  0.3945  0.447
H  -1.2890  0.5448  -0.5997  0.303
H  -0.0981  2.5495  -1.1189  0.292
H  1.8018  0.8321  0.0424  0.018
H  2.1218  1.9078  -1.2208  0.195
H  0.6731  0.4072  -2.7597  0.192
H  0.3471  -0.7176  -1.4410  0.239
H  2.2673  -2.4736  -1.2624  0.235
H  3.4125  -2.4075  -2.4996  0.292
H  1.8006  -2.3192  -3.0063  0.271
C  -5.7646  1.0871  0.0371  -0.473
C  -6.2628  0.1105  -0.9234  0.455
C  -5.3406  -1.1427  -0.9412  -1.059
O  -7.5919  -0.4881  -0.6450  -0.553
H  -5.0809  0.6703  0.7766  -0.380
H  -6.6062  1.4730  0.6122  0.351
H  -5.2155  1.8990  -0.4400  0.332
H  -6.1810  0.5413  -1.9213  0.200
H  -5.4725  -1.7966  -0.0791  0.242
H  -4.2821  -0.8950  -0.8617  0.135
H  -5.4289  -1.6842  -1.8831  0.422
H  -8.2910  0.1675  -0.7010  0.323
C  -2.0006  -4.1881  -2.8966  -1.195
C  -1.5765  -3.0811  -3.8267  1.322
C  -0.8764  -3.6044  -5.1385  -1.529
O  -2.7419  -2.3531  -4.1964  -0.554
H  -2.2963  -3.9235  -1.8814  0.022
H  -1.1986  -4.8808  -2.6417  0.422
H  -2.8579  -4.6879  -3.3475  0.391
H  -0.8292  -2.5444  -3.2422  -0.450
H  -0.5121  -2.7678  -5.7348  0.459
H  -1.5997  -4.2168  -5.6770  0.404
H  -0.0527  -4.3162  -5.0828  0.348
H  -2.4022  -1.7174  -4.8305  0.358
C  -3.1280  -5.2836  0.6779  -1.056
C  -3.3410  -4.7826  2.1639  0.266
C  -3.1358  -3.2628  2.2315  -1.006
O  -4.6074  -5.1188  2.5010  -0.581
H  -3.4885  -4.6561  -0.1372  0.108
H  -3.6402  -6.2455  0.6972  0.410
H  -2.1031  -5.5239  0.3953  0.366
H  -2.6306  -5.3215  2.7909  0.371
H  -2.0841  -3.0523  2.4259  0.276
H  -3.8245  -2.8590  2.9736  0.415
H  -3.5684  -2.7327  1.3830  0.115
H  -5.1685  -4.4610  2.0838  0.346

No. 3
Computed, not measured: 2 unconnected molecules or ions with the total composition C5H11NO, with wB97M-V/def2-TZVPD.

Values from the calculation:
- DFT total energy (eV) = -8895.006
- gap between HOMO and LUMO (eV) = 5.0

Each line ends with the natural charge from an NBO analysis.
CARTESIAN COORDINATES (ANGSTROEM)
C  -2.0817  -0.4149  -0.8586  -0.449
N  -1.5236  -0.3079  0.4721  -0.462
C  -0.2097  -0.6634  0.6001  -0.067
C  0.5945  0.5340  -0.0199  -0.524
C  2.1647  0.3857  0.0540  0.664
O  2.8699  -0.0058  -0.7474  -0.395
C  0.1985  -0.8425  2.0613  -0.607
H  -3.1463  -0.2059  -0.8233  0.204
H  1.8977  2.6207  -2.1004  0.011
H  -1.6423  0.3071  -1.5628  0.166
H  -1.9707  -1.4136  -1.3146  0.169
H  0.0496  -1.5786  0.0281  0.160
H  0.4490  0.4643  -1.1017  0.247
H  0.1659  1.4718  0.3311  0.266
H  1.2554  2.2567  -2.2516  -0.011
H  1.2819  -1.0114  2.1269  0.188
H  -0.0233  0.0838  2.5970  0.214
H  -0.3296  -1.6802  2.5096  0.226

No. 4
Computed, not measured: a molecular structure, C38H63BClI2NO24P, with wB97M-V/def2-TZVPD.

Values from the calculation:
- DFT total energy (eV) = -129751.820
- net charge = -1
- gap between HOMO and LUMO (eV) = 5.7

Each line ends with the Mulliken charge.
CARTESIAN COORDINATES (ANGSTROEM)
C  8.1571  -0.0386  -0.3880  -1.356
C  8.4671  1.1729  -1.2356  -0.410
I  9.4208  0.3447  -3.0482  -0.049
C  7.2226  1.9678  -1.5988  -0.883
I  7.8214  3.6331  -2.8642  -0.026
B  6.4290  2.4293  -0.1962  0.683
C  5.2212  1.3805  0.1396  -1.184
C  3.9099  1.5847  -0.6428  1.513
C  3.7079  0.6381  -1.8195  -0.271
Cl  4.0757  1.4287  -3.4008  -0.251
P  5.7874  4.2651  -0.1000  0.284
N  5.1018  4.5838  1.3288  -0.922
H  7.7849  0.2492  0.5898  0.319
H  9.0594  -0.6183  -0.2200  0.489
H  7.4160  -0.6683  -0.8711  0.354
H  9.2176  1.8006  -0.7736  0.545
H  6.6015  1.3436  -2.2300  0.275
H  7.2552  2.3580  0.6984  -0.123
H  5.5272  0.3462  -0.0130  0.087
H  4.9980  1.4681  1.2014  0.268
H  3.7826  2.5971  -1.0166  -0.300
H  3.0816  1.3885  0.0347  -0.499
H  4.2757  -0.2786  -1.7090  0.076
H  2.6572  0.3936  -1.8710  0.213
H  4.8223  4.5374  -1.1109  -0.081
H  6.8094  5.2082  -0.3385  0.049
H  5.1724  3.7414  1.8931  0.272
C  0.1147  2.3459  3.5774  -1.731
C  -0.2452  2.2262  2.1203  1.063
C  -1.4943  1.4175  1.8640  -0.133
O  -1.2530  0.8888  0.5488  -0.343
C  0.0898  0.8267  0.3784  0.636
O  0.6271  0.2808  -0.5355  -0.554
O  0.7329  1.4695  1.3725  -0.365
H  1.0487  2.8928  3.7059  0.456
H  -0.6743  2.8645  4.1183  0.393
H  0.2568  1.3584  4.0201  0.373
H  -0.3080  3.2120  1.6568  -0.093
H  -2.4044  2.0118  1.8773  0.194
H  -1.5945  0.5804  2.5607  0.015
C  -4.7370  -1.7470  5.1129  -1.521
C  -4.7019  -0.2398  5.0935  0.505
C  -4.4884  0.3726  3.7313  -0.508
O  -3.8425  1.6088  4.0557  -0.059
C  -3.1855  1.4338  5.2268  0.561
O  -2.3915  2.2051  5.6602  -0.576
O  -3.5489  0.2656  5.8062  -0.392
H  -4.8493  -2.1142  6.1326  0.376
H  -5.5710  -2.1156  4.5161  0.357
H  -3.8071  -2.1611  4.7198  0.366
H  -5.5947  0.1708  5.5662  0.274
H  -5.4091  0.5592  3.1920  0.395
H  -3.8125  -0.2183  3.1049  0.289
C  3.2686  -2.7766  -0.4337  -1.462
C  4.4358  -3.7248  -0.5274  0.797
C  4.1766  -4.9131  -1.4135  -0.213
O  5.0383  -5.9145  -0.8398  -0.385
C  5.1883  -5.6056  0.4675  0.621
O  5.6720  -6.3365  1.2779  -0.626
O  4.7077  -4.3726  0.7346  -0.401
H  3.4921  -1.9539  0.2465  0.377
H  3.0277  -2.3608  -1.4112  0.166
H  2.3891  -3.2873  -0.0390  0.432
H  5.3430  -3.1945  -0.8314  0.108
H  4.4385  -4.7319  -2.4531  0.363
H  3.1448  -5.2580  -1.3583  0.160
C  1.0971  -2.1048  -4.7241  -1.462
C  1.0650  -3.6133  -4.6941  0.484
C  -0.3153  -4.2210  -4.7690  -0.513
O  -0.1404  -5.4557  -4.0620  -0.378
C  0.8691  -5.2798  -3.1773  0.633
O  1.1418  -6.0452  -2.3101  -0.506
O  1.5214  -4.1122  -3.4208  -0.191
H  2.1178  -1.7376  -4.6198  0.362
H  0.6897  -1.7323  -5.6640  0.420
H  0.5198  -1.6906  -3.8961  0.330
H  1.7197  -4.0243  -5.4674  0.221
H  -0.6501  -4.4091  -5.7859  0.308
H  -1.0636  -3.6229  -4.2439  0.320
C  3.9448  -8.8179  1.7535  -1.377
C  4.4252  -10.1169  2.3415  0.563
C  5.2498  -10.9672  1.4050  -0.471
O  4.9941  -12.2946  1.8911  -0.339
C  3.7725  -12.2838  2.4800  0.631
O  3.1762  -13.2582  2.8119  -0.544
O  3.3299  -11.0153  2.6326  -0.372
H  3.3240  -8.2789  2.4693  0.367
H  4.7916  -8.1795  1.4799  0.379
H  3.3327  -9.0015  0.8679  0.348
H  4.9602  -9.9358  3.2777  0.235
H  6.3130  -10.7459  1.4452  0.308
H  4.9044  -10.9033  0.3707  0.303
C  -6.3219  5.5997  2.0503  -1.565
C  -6.5535  4.1119  2.0062  0.639
C  -7.9551  3.6910  1.6301  -0.050
O  -8.0783  2.4226  2.3029  -0.337
C  -7.2553  2.4564  3.3745  0.676
O  -7.2387  1.6445  4.2494  -0.585
O  -6.4336  3.5227  3.3175  -0.344
H  -5.3033  5.8169  2.3695  0.368
H  -6.4802  6.0399  1.0661  0.370
H  -6.9986  6.0719  2.7637  0.404
H  -5.8120  3.6344  1.3593  0.222
H  -8.0966  3.5743  0.5622  -0.089
H  -8.7182  4.3669  2.0204  0.312
C  1.0411  4.9487  -1.6109  -1.345
C  -0.4501  4.7205  -1.5835  0.578
C  -1.2835  5.8409  -2.1595  -0.560
O  -2.5129  5.7138  -1.4248  -0.341
C  -2.2141  5.1502  -0.2289  0.558
O  -2.9689  5.0714  0.6887  -0.528
O  -0.9455  4.6834  -0.2289  -0.232
H  1.5674  4.1207  -1.1361  0.188
H  1.3959  5.0396  -2.6374  0.408
H  1.3029  5.8538  -1.0618  0.354
H  -0.6957  3.7640  -2.0533  0.223
H  -1.4658  5.7388  -3.2262  0.321
H  -0.8580  6.8259  -1.9557  0.322
C  -9.4718  3.9087  -4.9095  -1.464
C  -8.9972  3.9335  -3.4789  0.527
C  -9.6205  2.8891  -2.5811  -0.487
O  -9.5670  3.5258  -1.2961  -0.339
C  -9.5902  4.8681  -1.5054  0.643
O  -9.7485  5.6774  -0.6508  -0.518
O  -9.4020  5.1471  -2.8168  -0.355
H  -9.0119  4.7153  -5.4790  0.357
H  -9.2164  2.9600  -5.3812  0.379
H  -10.5519  4.0511  -4.9582  0.353
H  -7.9057  3.8818  -3.4384  0.271
H  -9.0713  1.9511  -2.5640  0.328
H  -10.6665  2.6924  -2.8266  0.290

| no. | LUMO level (eV) | largest force on an atom (eV/Å) |
| --- | --- | --- |
| 1 | 0.67 | 8.8 |
| 2 | 0.52 | 3.8 |
| 3 | -1.91 | 2.0 |
| 4 | 1.12 | 1.9 |